DFT (ωB97M-V/def2-TZVPD) results for a structure of composition C22H61I2N2O15PS at a distorted geometry.

Geometry as ORCA input:
```
! wB97M-V def2-TZVPD RIJCOSX def2/J DEFGRID3
* xyz 0 1
C 1.3441 2.5742 2.6079
C 1.7002 1.2100 2.0304
O 2.7226 0.6805 2.4433
N 0.9004 0.5729 1.0182
C 0.4116 1.4987 0.0092
C -0.0659 -0.4433 1.4941
P -1.8704 0.1354 1.7956
C -1.8389 1.7688 2.5946
O -2.5395 0.4220 0.2983
C -0.2421 -1.4650 0.3753
C 1.0529 -2.2281 -0.0029
C 1.9589 -1.4495 -0.9477
I 3.8007 -0.6059 -0.3865
C 1.5121 -1.3294 -2.2068
C 0.2255 -1.9071 -2.7337
I 2.5868 -0.2891 -3.7043
S 1.8000 -2.8889 1.4921
O 3.1901 -3.1533 1.3407
O 1.0346 -4.0726 1.7789
O 1.6613 -1.8114 2.6458
C 0.3767 -1.1483 2.7741
C -0.6356 -2.1506 3.3789
N -0.0179 -2.9562 4.4374
H 0.8631 2.3585 3.5565
H 2.2631 3.0918 2.8419
H 0.7139 3.1764 1.9695
H -0.1839 1.0149 -0.7548
H -0.1643 2.3383 0.3944
H 1.2750 1.9266 -0.4952
H -1.1406 1.7164 3.4218
H -1.6809 2.6181 1.9389
H -2.8206 1.8985 3.0355
H -3.0887 -0.3400 0.1139
H -0.9833 -2.2087 0.6551
H -0.6061 -1.0102 -0.5330
H 0.7386 -3.1165 -0.5332
H 0.3320 -2.0143 -3.8038
H -0.0471 -2.8511 -2.2861
H -0.5641 -1.1701 -2.5925
H 0.5029 -0.4124 3.5657
H -1.4475 -1.6177 3.8499
H -1.0090 -2.8512 2.6442
H 0.2583 -3.8600 4.0906
H 0.7560 -2.4764 4.8695
C -0.5759 2.4749 -5.0006
O 0.7067 2.9268 -4.5630
H -0.7815 1.5315 -4.5013
H -1.3547 3.1970 -4.7378
H -0.5807 2.3153 -6.0805
H 0.8903 3.7577 -5.0113
C -1.2874 4.8091 -1.8743
O 0.0858 4.8228 -2.2373
H -1.4386 5.5642 -1.1064
H -1.9231 5.0478 -2.7328
H -1.5758 3.8323 -1.4713
H 0.2163 4.1518 -2.9176
C -4.8490 3.7545 4.6602
O -3.5386 3.3519 5.0609
H -4.7481 4.6259 4.0179
H -5.3345 2.9539 4.1037
H -5.4529 4.0210 5.5321
H -3.6333 2.5808 5.6254
C -3.1322 -2.2096 6.8578
O -2.0672 -1.3366 6.5019
H -4.0309 -1.6091 6.9770
H -3.3010 -2.9532 6.0743
H -2.9186 -2.7201 7.8005
H -1.2784 -1.8799 6.3905
C 2.6015 1.8370 6.1089
O 2.1364 3.1801 5.9940
H 3.5103 1.7358 5.5228
H 2.8197 1.5894 7.1511
H 1.8493 1.1424 5.7218
H 1.3328 3.2500 6.5142
C 1.8446 -2.3719 -7.6068
O 1.8107 -0.9664 -7.3613
H 1.7412 -2.5340 -8.6741
H 2.7962 -2.7953 -7.2711
H 1.0199 -2.8700 -7.0933
H 1.9016 -0.8400 -6.4119
C 2.0027 -5.7493 -3.2230
O 1.9597 -4.3710 -2.8618
H 1.0041 -6.0422 -3.5374
H 2.6979 -5.9112 -4.0503
H 2.3025 -6.3641 -2.3710
H 2.8437 -4.1141 -2.5840
C 7.4307 2.1954 -0.7007
O 6.2732 1.9515 0.0926
H 7.0973 2.5425 -1.6749
H 8.0592 2.9648 -0.2445
H 8.0145 1.2801 -0.8299
H 6.5680 1.6458 0.9538
C -6.2873 3.5891 1.1895
O -5.9928 2.4085 1.9318
H -5.9984 4.4434 1.7958
H -5.7226 3.6100 0.2540
H -7.3559 3.6539 0.9703
H -6.2487 1.6560 1.3938
C -0.8916 -5.3467 -9.0797
O -0.2124 -4.1096 -9.2724
H -0.1510 -6.0918 -8.8020
H -1.6307 -5.2641 -8.2781
H -1.3892 -5.6660 -9.9990
H -0.8689 -3.4533 -9.5169
*
```

The frontier orbital gap is 8.2 eV.



DFT (ωB97M-V/def2-TZVPD) results for a structure of composition C12H16INOP at a distorted geometry.

Geometry as ORCA input:
```
! wB97M-V def2-TZVPD RIJCOSX def2/J DEFGRID3
* xyz 1 1
O 3.2420 -1.9265 3.6745
P 3.1075 -0.6307 3.0732
N 1.3794 -0.0947 3.0750
I 0.0205 -1.7009 2.9319
H 3.5245 -0.5056 1.7468
H 3.7261 0.3855 3.8044
H 1.2025 0.3495 3.9819
H 1.1675 0.6114 2.3552
C -3.4899 -1.5063 -2.3794
C -2.6223 -1.1179 -1.3703
C -2.2626 -2.0236 -0.3833
C -2.7634 -3.3170 -0.4051
C -3.6295 -3.7046 -1.4159
C -3.9939 -2.7986 -2.4007
H -3.7748 -0.8020 -3.1491
H -2.2293 -0.1091 -1.3533
H -1.5874 -1.7166 0.4065
H -2.4805 -4.0265 0.3628
H -4.0203 -4.7127 -1.4364
H -4.6725 -3.1003 -3.1868
C 0.7819 1.8970 -1.3535
C 0.8583 3.2535 -1.6289
C 1.7500 4.0609 -0.9342
C 2.5728 3.5143 0.0375
C 2.4964 2.1566 0.3097
C 1.6038 1.3460 -0.3811
H 0.0913 1.2691 -1.9001
H 0.2235 3.6838 -2.3910
H 1.8037 5.1185 -1.1524
H 3.2698 4.1416 0.5763
H 3.1520 1.7260 1.0625
H 1.5531 0.2799 -0.1765
*
```

The frontier orbital gap is 5.6 eV.



DFT (ωB97M-V/def2-TZVPD) results for an isolated molecule of C2H6N4O2 at a distorted geometry.

Geometry as ORCA input:
```
! wB97M-V def2-TZVPD RIJCOSX def2/J DEFGRID3
* xyz 0 1
C -0.7729 0.9754 -0.5494
C -1.3220 -0.2022 -0.8201
N 0.5491 1.1563 -0.1404
N 1.0484 -0.4605 1.3364
N -0.8117 -1.4339 -0.7902
N 1.2324 0.5181 0.7341
O -1.7325 -2.4369 -0.4831
O 2.5342 1.5297 1.1281
H -1.2920 2.0361 -0.6631
H -2.4047 -0.2048 -0.9959
H 1.0736 1.9930 -0.4261
H -0.0844 -1.4266 0.0028
H -1.2398 -3.0299 0.0158
H 3.2222 0.9861 1.6511
*
```

The frontier orbital gap is 9.1 eV. The value obtained for the relative energy (zero: lowest compared OMol25 entry of this formula, charge and spin) is 692.7 kJ/mol.



Record order is preserved below.
Electronic energy: -93815.0368; -33622.6242; -12219.4729 eV